Entry 1:
The following is a quantum chemistry calculation of 2 unconnected molecules or ions with the total composition C2H8N2O, from the OMol25 dataset.

Geometry as XYZ:
```
13
Properties=species:S:1:pos:R:3:forces:R:3:nbo_charge:R:1
H 2.687 1.374 -2.700 0.260 -0.013 0.034 0.3364
N 1.833 1.309 -2.162 -0.780 -0.875 -0.137 -0.6814
C 0.858 1.222 -2.981 0.947 1.735 -0.148 0.2771
N -0.477 1.159 -2.659 -0.155 -0.633 0.642 -0.8306
H 1.003 1.440 -4.046 -0.016 -0.402 -0.070 0.1315
H -0.954 1.979 -2.998 -0.394 -0.127 -0.103 0.3816
H -0.666 0.955 -1.680 0.141 0.313 -0.214 0.3854
C -1.004 -2.102 4.021 -1.322 -0.183 0.066 -0.2638
O -0.862 -1.218 2.891 0.865 -0.044 1.465 -0.7087
H -0.987 -3.153 3.739 0.243 0.119 -0.457 0.1825
H -2.004 -1.926 4.424 -0.115 -0.138 0.211 0.1604
H -0.326 -1.983 4.871 0.445 0.357 -0.455 0.1676
H -0.608 -0.397 3.347 -0.119 -0.109 -0.835 0.4620
```
Positions in Å, forces in eV/Å.

Summary:
E_tot = -265.7088 Eh
HOMO = -9.626 eV
Total charge = 0
Relative energy (zero: lowest compared OMol25 entry of this formula, charge and spin) = 46.6 kcal per mole

=====

Entry 2:
The following is a quantum chemistry calculation of 2 unconnected molecules or ions with the total composition C2H8N2O2, from the OMol25 dataset.

Geometry as XYZ:
```
14
Properties=species:S:1:pos:R:3:forces:R:3:nbo_charge:R:1
O -0.043 -2.104 0.335 -4.145 1.384 -0.477 -0.5943
C -1.091 -1.598 -0.169 5.885 -0.848 1.333 0.6096
O -1.381 -1.912 -1.405 -1.840 -0.811 -0.659 -0.6597
H -1.575 -0.695 0.204 -0.463 -0.294 0.231 0.1426
H -1.077 -2.833 -1.494 0.358 0.327 -0.452 0.5032
N -0.341 2.200 0.627 0.294 2.803 0.604 -0.8469
C 0.669 1.197 0.721 2.525 1.934 -0.930 -0.0403
N 1.999 1.631 -0.038 -0.076 -0.545 2.289 -0.8827
H 0.138 3.133 0.793 -1.224 -1.302 -0.208 0.3529
H -0.822 2.268 -0.281 0.609 -0.299 0.552 0.3587
H 0.150 0.380 0.279 0.978 -1.261 -0.147 0.1743
H 1.055 1.056 1.742 -0.815 -0.332 -0.278 0.1822
H 1.708 2.290 -0.734 0.135 0.408 -0.352 0.3422
H 2.736 2.107 0.617 -2.221 -1.166 -1.508 0.3581
```
Positions in Å, forces in eV/Å.

Summary:
E_tot = -340.9435 Eh
HOMO = -8.787 eV
Total charge = 0
Relative energy (zero: lowest compared OMol25 entry of this formula, charge and spin) = 54.6 kcal per mole

=====

Entry 3:
The following is a quantum chemistry calculation of 2 unconnected molecules or ions with the total composition C2H8N2O2, from the OMol25 dataset.

Geometry as XYZ:
```
14
Properties=species:S:1:pos:R:3:forces:R:3:nbo_charge:R:1
H -0.636 -0.411 -0.387 0.948 -1.704 0.360 0.3707
N 0.234 -1.027 -0.233 -1.797 0.274 0.049 -0.6742
C 1.108 -0.152 -0.358 -0.647 2.093 -0.941 0.5441
C 2.586 -0.280 -0.265 -0.071 0.033 0.117 -0.6978
O 0.569 1.121 -0.743 1.619 -0.466 0.495 -0.7258
H 2.973 0.362 0.526 0.034 0.018 0.047 0.2260
H 2.833 -1.312 -0.039 0.054 -0.020 -0.007 0.2475
H 3.054 0.022 -1.202 -0.009 -0.035 -0.033 0.2322
H 1.213 1.826 -0.588 -0.047 -0.121 -0.112 0.4710
N -3.089 -0.441 0.752 -0.024 0.101 0.152 -0.5350
O -2.293 0.740 0.553 -0.095 -0.206 -0.077 -0.6051
H -2.428 -1.159 1.051 -0.081 0.219 -0.141 0.3425
H -3.418 -0.704 -0.176 0.166 0.096 0.135 0.3343
H -2.705 1.414 1.108 -0.049 -0.281 -0.045 0.4697
```
Positions in Å, forces in eV/Å.

Summary:
E_tot = -340.9155 Eh
HOMO = -9.897 eV
Total charge = 0
Relative energy (zero: lowest compared OMol25 entry of this formula, charge and spin) = 72.1 kcal per mole

=====

Entry 4:
The following is a quantum chemistry calculation of 2 unconnected molecules or ions with the total composition C2H8N2O2, from the OMol25 dataset.

Geometry as XYZ:
```
14
Properties=species:S:1:pos:R:3:forces:R:3:nbo_charge:R:1
O 1.718 0.475 1.791 -0.318 -0.437 0.238 -0.6304
C 1.963 1.303 0.953 0.725 -0.238 0.335 0.6501
O 1.099 2.026 0.300 -0.507 0.639 -0.810 -0.7213
H 3.012 1.498 0.671 -0.163 0.316 -0.086 0.0951
H 0.169 1.558 0.274 0.937 -0.245 0.480 0.5005
N -1.146 -1.932 -0.817 -0.302 0.009 0.118 -0.8216
C -0.326 -0.751 -0.726 0.599 0.929 0.161 -0.0645
N -0.814 0.323 0.177 -0.499 -0.385 -0.567 -0.8425
H -1.918 -1.769 -1.448 -0.035 0.023 -0.332 0.3525
H -1.612 -2.118 0.066 0.396 -0.188 0.121 0.3523
H -0.197 -0.297 -1.708 -0.245 -0.107 -0.158 0.1853
H 0.702 -0.948 -0.410 -0.270 -0.482 0.251 0.1931
H -0.989 -0.086 1.093 -0.055 0.390 -0.090 0.3841
H -1.662 0.718 -0.218 -0.264 -0.224 0.340 0.3674
```
Positions in Å, forces in eV/Å.

Summary:
E_tot = -340.9968 Eh
HOMO = -9.757 eV
Total charge = 0
Relative energy (zero: lowest compared OMol25 entry of this formula, charge and spin) = 21.1 kcal per mole

=====

Entry 5:
The following is a quantum chemistry calculation of 2 unconnected molecules or ions with the total composition C2H8N2O2, from the OMol25 dataset.

Geometry as XYZ:
```
14
Properties=species:S:1:pos:R:3:forces:R:3:nbo_charge:R:1
N 2.141 -1.140 -0.864 -0.013 0.387 0.062 -0.8174
C 1.943 0.070 -1.453 0.335 -0.232 -0.335 0.5381
O 0.987 0.785 -1.278 -0.125 0.023 0.234 -0.6153
H 1.620 -1.334 -0.024 -0.036 -0.199 -0.046 0.3979
H 3.019 -1.608 -1.005 0.002 -0.022 0.102 0.3967
H 2.750 0.335 -2.161 -0.127 -0.040 0.012 0.1092
N -1.326 1.290 0.756 -0.199 -0.013 -0.271 -0.8514
C -1.734 0.221 1.609 -0.482 -0.205 0.049 0.0820
O -1.884 -1.054 0.952 0.271 0.229 0.056 -0.7369
H -2.084 1.552 0.135 0.080 -0.015 0.023 0.3569
H -0.543 1.016 0.162 0.047 0.253 0.194 0.3793
H -2.725 0.416 2.019 0.091 0.194 0.037 0.1655
H -1.043 0.137 2.447 0.228 -0.163 -0.025 0.1429
H -1.182 -1.077 0.294 -0.071 -0.196 -0.092 0.4526
```
Positions in Å, forces in eV/Å.

Summary:
E_tot = -340.9945 Eh
HOMO = -9.442 eV
Total charge = 0
Relative energy (zero: lowest compared OMol25 entry of this formula, charge and spin) = 22.5 kcal per mole

=====

Entry 6:
The following is a quantum chemistry calculation of 2 unconnected molecules or ions with the total composition C2H8N2O2, from the OMol25 dataset.

Geometry as XYZ:
```
14
Properties=species:S:1:pos:R:3:forces:R:3:nbo_charge:R:1
C -1.980 -1.645 -0.434 -0.043 0.038 -0.005 -0.7436
C -1.190 -0.365 -0.222 -0.039 0.059 0.024 0.0751
O -1.861 0.686 -0.104 0.104 -0.195 -0.021 -0.7109
H -0.171 0.974 -0.047 0.051 0.019 0.007 0.4700
H -3.062 -1.465 -0.458 0.073 0.008 0.005 0.1998
H -1.656 -2.115 -1.369 -0.011 0.045 0.053 0.2167
H -1.734 -2.353 0.365 -0.007 0.059 -0.039 0.2163
N 1.768 0.430 -0.166 -0.066 0.164 0.361 -0.2024
N 0.789 1.446 0.195 0.224 -0.228 -0.015 -0.6102
O 2.674 0.322 0.928 -0.370 0.071 -0.362 -0.5843
H 3.525 0.567 0.543 -0.075 -0.009 0.010 0.4801
H 1.137 -0.403 -0.127 0.128 0.102 0.042 0.3706
H 0.962 2.311 -0.311 0.001 -0.089 0.036 0.4073
H 0.799 1.610 1.206 0.031 -0.043 -0.097 0.4154
```
Positions in Å, forces in eV/Å.

Summary:
E_tot = -340.7986 Eh
HOMO = -6.451 eV
Total charge = 0
Relative energy (zero: lowest compared OMol25 entry of this formula, charge and spin) = 145.4 kcal per mole

=====

Entry 7:
The following is a quantum chemistry calculation of 2 unconnected molecules or ions with the total composition C2H8N2O2, from the OMol25 dataset.

Geometry as XYZ:
```
14
Properties=species:S:1:pos:R:3:forces:R:3:nbo_charge:R:1
O 1.871 -0.739 1.858 0.248 0.025 0.272 -0.6242
C 1.390 -1.105 0.825 -0.123 -0.430 0.448 0.6822
O 1.982 -1.032 -0.364 0.452 -0.031 -0.817 -0.6980
H 0.458 -1.680 0.738 0.071 0.073 -0.001 0.1074
H 2.816 -0.537 -0.290 -0.208 -0.120 0.206 0.4896
N 0.000 0.838 0.438 -0.353 0.436 -0.110 -0.8390
C -1.333 0.579 -0.072 -0.376 0.199 0.237 -0.0399
N -1.212 0.275 -1.482 0.051 -0.108 -0.098 -0.8430
H -0.029 1.158 1.399 0.071 -0.020 -0.052 0.3748
H 0.448 1.546 -0.135 -0.037 0.068 0.058 0.3675
H -2.012 1.446 0.020 0.095 -0.274 0.028 0.1546
H -1.756 -0.246 0.532 0.051 0.181 -0.096 0.1446
H -0.526 -0.461 -1.610 -0.042 -0.048 -0.049 0.3622
H -2.098 -0.042 -1.859 0.102 0.047 -0.026 0.3611
```
Positions in Å, forces in eV/Å.

Summary:
E_tot = -340.9874 Eh
HOMO = -9.384 eV
Total charge = 0
Relative energy (zero: lowest compared OMol25 entry of this formula, charge and spin) = 27.0 kcal per mole

=====

Entry 8:
The following is a quantum chemistry calculation of 2 unconnected molecules or ions with the total composition C2H8N2O2P, from the OMol25 dataset.

Geometry as XYZ:
```
15
Properties=species:S:1:pos:R:3:forces:R:3:nbo_charge:R:1
C -0.364 -1.575 0.474 -1.411 -0.462 1.321 -0.6184
C 0.891 -0.781 0.204 -1.320 0.698 0.395 -0.2411
N -1.002 2.280 -2.091 -0.361 0.183 -0.058 -1.2039
N 0.842 0.627 0.165 -1.535 3.011 -0.066 -1.0410
O -2.343 2.318 0.339 1.231 -0.505 -1.816 -1.0835
O -2.252 0.259 -1.334 -0.263 -0.037 0.155 -1.1221
P -1.739 1.526 -0.787 0.978 -0.427 1.063 2.3504
H -1.067 -1.581 -0.336 -0.430 0.475 -0.548 0.2153
H -0.022 -2.654 0.498 -0.599 0.767 0.883 0.1639
H -0.958 -1.121 1.394 1.322 -1.418 -1.464 0.1874
H 1.477 -1.109 1.030 1.740 -0.541 0.347 0.1365
H 1.165 -1.078 -0.793 1.022 -0.689 -0.393 0.1506
H -0.366 3.048 -2.003 0.102 0.177 0.512 0.3914
H -0.672 1.628 -2.802 -0.262 0.055 0.605 0.4053
H 0.885 1.136 1.086 -0.215 -1.288 -0.937 0.3092
```
Positions in Å, forces in eV/Å.

Summary:
E_tot = -682.3881 Eh
HOMO (alpha / beta) = -2.642 / -2.644 eV
Total charge = -1
Relative energy (zero: lowest compared OMol25 entry of this formula, charge and spin) = 50.6 kcal per mole